# 1
A gas-phase ion, C2H4O2P (charge +1), computed with ωB97M-V/def2-TZVPD.

## Properties
- relative energy (zero: lowest compared OMol25 entry of this formula, charge and spin) (kJ/mol) = 534.6
- LUMO (spin up / spin down) (eV) = -7.4 / -7.0
- Kohn-Sham gap (spin up / spin down) (eV) = 6.639 / 9.160
- net charge = +1

Cartesian coordinates (Å):
C 0.3724 0.8523 -0.1897
C -0.5888 -0.3206 0.4201
O 1.2197 0.4342 -1.1908
O -0.0717 -1.5391 0.1355
P 0.8910 -2.5014 -0.4551
H -0.3914 1.5372 -0.6514
H 0.9255 1.5289 0.5030
H -0.8143 -0.0115 1.4934
H -1.5423 0.0200 -0.0650

Löwdin atomic charge list, values in e, 6 entries: atom 1 (C): -0.215, atom 2 (C): -0.188, atom 3 (O): 0.034, atom 4 (O): -0.483, atom 5 (P): 1.226, atom 6 (H): 0.157

---

# 2
C2H3N3S2 in the gas phase, computed with ωB97M-V/def2-TZVPD.

## Properties
- relative energy (zero: lowest compared OMol25 entry of this formula, charge and spin) (kJ/mol) = 429.9
- LUMO (spin up / spin down) (eV) = -1.0 / -0.8
- Kohn-Sham gap (spin up / spin down) (eV) = 6.159 / 7.143
- net charge = 0

Cartesian coordinates (Å):
C -0.9618 1.0055 -0.0254
C -0.6999 -0.2883 -0.2755
N -0.9676 2.1942 0.1672
N 0.3147 -1.1278 -0.0156
N 1.6652 -0.8503 0.1169
S -2.3556 -0.5543 -0.3872
S 2.6077 0.4895 -0.4598
H -1.6661 2.9314 0.2275
H -0.0054 -1.9869 0.4604
H 2.0687 -1.8130 0.1916

Löwdin atomic charge list, values in e, 6 entries: atom 1 (C): -0.384, atom 2 (C): -0.788, atom 3 (N): 0.191, atom 4 (N): -0.065, atom 5 (N): -0.516, atom 6 (S): 0.757

---

Maximum force / Eh/bohr: 0.112; 0.049